1.
52
Properties=species:S:1:pos:R:3 method="wB97M-V/def2-TZVPD" charge=-1 energy_ha=-5242.25503 e_lumo_ev=2.72 gap_ev=6.836
H 2.618 -2.482 -1.738
H 1.616 -0.082 5.165
H -3.918 -0.632 -1.097
N 2.456 -1.730 -2.395
C 1.087 3.181 3.508
O -0.319 1.284 3.263
H -0.843 -5.410 -0.314
C 1.364 -0.883 -4.296
H 1.195 -2.890 -3.565
C -1.446 0.654 -2.345
H 3.269 1.484 -2.766
H -1.487 1.705 -2.066
H -1.991 2.559 4.794
H -0.977 -3.078 0.470
H -1.400 -4.077 -4.342
Si -1.360 -0.445 -0.739
C 3.131 -0.558 -2.142
C 1.952 0.383 -4.038
C -0.912 4.410 5.026
As -0.515 -0.381 4.213
H 0.382 6.111 5.064
C -0.997 -4.608 -1.026
C -0.120 2.499 3.781
C 0.243 5.100 4.708
S 4.305 -0.530 -0.983
Ca 0.142 0.247 1.433
C -1.081 -3.299 -0.587
O 2.091 0.766 1.028
C 2.805 0.537 -2.991
H 1.718 1.219 -4.684
H 2.142 5.027 3.720
S 1.871 2.219 1.123
H -1.027 -5.914 -2.730
O 1.283 -0.635 4.461
O 0.450 2.514 0.876
H -0.563 0.535 -2.967
H -2.320 0.453 -2.964
C -1.105 -4.893 -2.380
C -3.256 -0.374 -0.268
H -3.519 0.627 0.076
C 1.626 -1.908 -3.443
C 1.233 4.491 3.954
C -1.090 3.120 4.562
H -1.678 4.871 5.631
C -1.315 -3.863 -3.280
C -1.299 -2.243 -1.471
H 0.712 -1.021 -5.143
O 2.079 2.553 2.853
H -3.465 -1.057 0.553
H -1.588 -1.767 -3.537
O -0.761 -1.231 2.860
C -1.418 -2.559 -2.823

=====

2.
51
Properties=species:S:1:pos:R:3 method="wB97M-V/def2-TZVPD" s_squared=0.823 charge=+1 energy_ha=-11691.57428 e_lumo_ev="-6.59 / -6.56" gap_ev="4.554 / 4.548" multiplicity=2
C -1.810 1.019 1.937
H 1.517 1.113 1.928
H 0.475 -3.749 0.334
H 3.960 0.973 0.065
H 3.818 -2.055 1.110
C -2.984 3.121 1.275
H 1.565 -3.120 -1.834
C -1.992 1.337 3.317
H 3.791 0.164 1.634
C -3.236 -0.659 -2.625
C -2.281 1.927 0.897
H 3.182 -1.229 -1.602
C -5.247 -1.595 -3.528
Ir -1.336 -0.438 -0.394
C 1.501 -2.249 -2.488
C -3.160 3.384 2.599
H 3.242 -3.573 1.798
C 0.530 -3.262 1.310
C 2.146 -1.009 -1.872
N -2.193 -0.775 -2.078
H 0.461 2.512 0.074
C 1.539 2.443 0.232
C 1.639 -2.212 1.353
C 3.484 1.031 1.046
Br -4.061 4.933 3.109
C -4.429 -0.464 -3.207
N -5.914 -2.500 -3.770
H 2.577 -0.038 -3.735
C 3.020 -2.797 1.062
C 2.092 0.208 -2.787
H 2.610 1.069 -2.365
H 3.877 1.920 1.546
C 1.964 1.156 0.930
H 3.053 -3.267 0.077
Br -1.317 0.135 4.576
H 0.448 -2.077 -2.726
C -4.884 0.876 -3.421
H 1.636 -1.723 2.330
O -2.016 1.602 -0.281
H -0.446 -2.831 1.534
Br -2.926 2.911 5.426
H 1.851 3.296 0.839
H 0.734 -4.038 2.052
C -2.652 2.486 3.635
H 1.064 0.500 -3.013
O -1.288 -0.066 1.545
H 2.019 2.545 -0.742
H 2.011 -2.497 -3.422
Sb 1.189 -0.611 0.000
N -5.226 1.964 -3.570
Br -3.598 4.208 -0.110

=====

3.
49
Properties=species:S:1:pos:R:3 method="wB97M-V/def2-TZVPD" charge=0 energy_ha=-4194.56149 e_lumo_ev=0.60 smiles="Cc1ccc(S(=O)(=O)N(C)C)cc1NC(=O)COC(=O)Cc1ccc(Br)cc1" gap_ev=9.237
H -2.191 -1.555 -0.597
C 5.336 -0.974 -0.701
H -4.514 -2.557 -0.544
C -0.843 -1.216 0.875
C 1.495 -1.147 0.317
C -0.077 1.466 -1.412
H -3.793 1.201 -3.044
H 5.070 -0.032 -1.173
N -2.134 -1.502 0.414
H 0.966 0.211 3.338
N 4.142 -1.487 -0.066
O 2.794 -0.035 -1.644
H -2.435 0.422 2.432
C -2.444 2.171 -0.135
O 2.445 -2.459 -1.761
H 3.300 -3.099 0.902
C -1.300 1.144 -1.975
H -1.328 0.604 -2.909
H -3.361 2.440 0.367
O -3.490 -1.268 -2.212
C 4.254 -2.830 0.451
H 2.806 -0.294 1.765
C -4.506 -1.773 0.222
C 0.201 -1.485 -0.009
O -4.550 -0.488 -0.396
C -3.244 -1.898 1.093
H -1.192 3.036 1.376
H 0.848 1.177 -1.888
C -1.664 -0.100 2.999
H -2.144 -0.947 3.489
C -3.956 -0.350 -1.583
Br 1.604 2.648 0.556
H 5.728 -1.661 -1.459
C -0.058 2.154 -0.211
H -4.633 1.686 -1.535
C -2.491 1.506 -1.353
C 0.750 -0.283 2.402
C -0.577 -0.562 2.086
H -1.264 0.569 3.756
C -1.230 2.505 0.438
H -5.389 -1.854 0.856
H 0.011 -1.946 -0.966
H 5.034 -2.858 1.211
C 1.788 -0.559 1.532
S 2.733 -1.299 -0.964
O -3.280 -2.292 2.233
H 6.098 -0.801 0.060
C -3.817 1.105 -1.960
H 4.484 -3.554 -0.338

=====

The records above give, respectively, energy above the lowest of the compared OMol25 structures with the same formula, charge and spin values of 0.9364, 1.1594, 0.0000 eV.